# C20H42Cl4O6

A 5-piece molecular cluster, C20H42Cl4O6 overall in a non-equilibrium geometry (ωB97M-V/def2-TZVPD, OMol25).

Calculated values
- Gap between HOMO and LUMO: 9.98 eV
- Multiplicity: 1
- Total charge: 0
- Structure (SMILES): C/C(Cl)=C(/Cl)COC(=O)[C@H](Cl)[C@H](C)Cl.CC(C)O.CC(C)O.CC(C)O.CC(C)O
- Energy above the lowest of the compared OMol25 structures with the same formula, charge and spin: 0.000 eV
- E_tot: -3079.418893 hartree

Geometry as XYZ:
```
72
Properties=species:S:1:pos:R:3:forces:R:3
C 0.9023 -3.8787 2.7775 0.220 0.115 -1.203
C 0.9417 -3.0256 1.5178 -0.373 -1.317 0.202
Cl 0.5623 -3.8262 0.0014 0.175 0.069 0.663
C 1.2459 -1.7523 1.5460 0.415 1.124 -0.600
Cl 1.2707 -0.8588 0.0167 0.077 0.006 0.744
C 1.5568 -0.9096 2.7673 0.452 0.662 -1.281
O 2.4495 -1.5543 3.7016 -1.115 -0.588 0.708
C 2.4312 -0.8674 4.8782 1.276 -2.478 0.372
O 2.3129 0.2882 4.9245 -0.757 3.510 -0.067
C 2.6192 -1.6122 6.2048 -0.677 -0.642 0.312
Cl 4.2862 -2.2592 6.4279 -0.239 0.307 -0.214
C 1.5888 -2.7467 6.4452 0.745 -1.055 0.383
C 2.0324 -4.1350 5.9251 0.239 0.295 0.528
Cl -0.0682 -2.2909 5.9039 0.401 0.230 0.034
H 0.4073 -3.3101 3.5655 0.089 -0.366 0.020
H 1.9405 -4.1020 3.0471 -0.357 -0.037 0.110
H 0.3894 -4.8116 2.5276 -0.036 0.193 0.372
H 2.0669 -0.0128 2.3963 -0.242 -0.117 0.156
H 0.6190 -0.5780 3.2311 0.272 -0.262 0.257
H 2.4718 -0.8874 7.0242 0.134 -0.024 -0.740
H 1.5242 -2.8629 7.5325 -0.281 0.271 -0.224
H 2.6079 -4.0697 4.9981 -0.426 -0.110 0.071
H 2.7214 -4.5213 6.6879 -0.096 0.018 -0.268
H 1.2023 -4.8462 5.8867 0.054 0.301 -0.289
C 0.9326 0.3083 -4.2504 -0.092 -0.091 -0.110
C 0.8763 1.7401 -3.7435 0.466 -0.467 0.292
C 2.2697 2.3373 -3.6220 0.007 0.256 -0.051
O 0.2270 1.7763 -2.4719 -0.248 0.228 -0.067
H 1.4924 -0.3277 -3.5570 0.077 0.104 0.027
H -0.0723 -0.1113 -4.3251 0.005 0.045 -0.037
H 1.4057 0.2564 -5.2316 -0.044 -0.020 0.005
H 0.2753 2.3468 -4.4240 -0.107 0.030 0.144
H 2.8728 1.7683 -2.9084 -0.023 -0.103 -0.074
H 2.2161 3.3619 -3.2497 -0.032 -0.007 -0.053
H 2.7830 2.3420 -4.5854 0.014 -0.025 0.027
H 0.7499 1.2428 -1.8621 -0.046 0.037 -0.041
C -1.4247 1.0931 -7.1932 0.185 0.184 0.101
C -0.1597 1.4678 -7.9494 -0.434 -0.568 -0.200
C -0.4104 1.5294 -9.4483 0.176 0.172 -0.114
O 0.8680 0.5124 -7.6748 0.283 0.203 0.059
H -1.7816 0.1054 -7.4970 -0.040 0.058 -0.101
H -1.2289 1.0435 -6.1211 -0.023 0.056 -0.016
H -2.2201 1.8161 -7.3676 -0.031 -0.074 0.005
H 0.2050 2.4352 -7.5982 0.176 -0.098 0.041
H -0.7329 0.5549 -9.8262 -0.102 0.011 0.086
H 0.5063 1.7909 -9.9798 -0.020 0.048 0.036
H -1.1771 2.2674 -9.6909 -0.009 -0.038 -0.011
H 0.5614 -0.3496 -7.9799 -0.029 0.086 0.027
C -6.4951 1.6277 -6.8999 0.018 0.086 -0.220
C -5.5599 0.4442 -6.7024 -0.279 0.270 0.591
C -6.1306 -0.5499 -5.7025 0.066 -0.224 -0.052
O -4.2891 0.9073 -6.2471 0.044 -0.099 -0.198
H -6.6397 2.1669 -5.9594 -0.044 -0.109 0.044
H -6.0702 2.3364 -7.6125 -0.011 -0.059 -0.030
H -7.4703 1.3045 -7.2686 -0.001 0.027 0.029
H -5.3913 -0.0535 -7.6590 0.182 0.046 0.027
H -6.2636 -0.0803 -4.7237 -0.075 0.079 -0.060
H -5.4467 -1.3886 -5.5641 -0.019 0.005 -0.061
H -7.0951 -0.9374 -6.0359 0.002 0.012 0.037
H -4.4211 1.3506 -5.4003 0.000 -0.052 -0.054
C 0.8742 1.8329 10.7425 -0.115 -0.171 0.133
C 1.9308 1.1934 9.8554 -0.182 0.656 -0.156
C 3.0272 2.1853 9.4987 0.206 -0.119 -0.046
O 1.3209 0.7022 8.6605 0.092 -0.391 0.007
H 0.3938 2.6705 10.2289 0.118 0.051 -0.005
H 0.0899 1.1136 10.9833 0.058 -0.019 0.025
H 1.3091 2.1998 11.6738 -0.020 0.025 -0.020
H 2.3664 0.3328 10.3659 -0.070 -0.100 -0.145
H 2.6155 3.0340 8.9453 -0.069 0.016 0.097
H 3.7735 1.7166 8.8552 -0.001 -0.024 0.056
H 3.5255 2.5625 10.3934 -0.011 0.023 -0.024
H 0.9298 1.4515 8.1954 0.054 -0.060 0.006
```
Positions in Å, forces in eV/Å.

Löwdin atomic charge list, values in e, 4 entries: C -0.0925; C -0.7135; Cl 0.6454; C -0.6353